This record from the OMol25 dataset describes C16H36KN2O4P as an isolated structure at a distorted geometry. The level of theory is the ωB97M-V functional and the def2-TZVPD basis.

The geometry in XYZ format:
```
60
C16H36KN2O4P (the ωB97M-V functional and the def2-TZVPD basis)
K -1.4628 2.7734 -2.0985
P 0.0465 4.2003 1.9002
O 0.6971 4.4872 3.3126
O 0.8862 4.6685 0.6974
O -1.4045 4.7925 1.8047
O -0.1634 2.6730 1.6523
C 7.9789 1.9605 -4.2032
C 7.7671 1.3168 -2.7255
C 6.3140 1.1687 -2.3382
N 6.0876 0.8645 -0.8503
C 6.3872 2.0530 0.0425
C 6.7726 -0.4138 -0.3668
C 5.9637 -1.5670 -0.9469
C 4.5508 -0.9660 -1.0459
C 4.5967 0.5360 -0.6712
H 8.9654 1.7886 -4.6338
H 7.8460 3.0422 -4.1803
H 7.2694 1.6700 -4.9780
H 8.3595 1.8951 -2.0165
H 8.2609 0.3456 -2.7550
H 5.8838 0.3562 -2.9236
H 5.7248 2.0622 -2.5446
H 6.2455 1.7265 1.0727
H 5.6992 2.8415 -0.2624
H 7.4064 2.4028 -0.1220
H 6.5922 -0.4457 0.7077
H 7.8448 -0.3427 -0.5500
H 6.0853 -2.4671 -0.3442
H 6.2331 -1.9362 -1.9365
H 3.7599 -1.4293 -0.4561
H 4.1690 -0.9577 -2.0668
H 4.3236 0.6792 0.3743
H 4.0605 1.2247 -1.3241
C -9.2273 -1.3246 -0.2365
C -7.7603 -0.8601 0.0058
C -7.3591 -1.3883 1.3989
N -5.8175 -1.0533 1.6534
C -5.5688 0.4898 1.7430
C -4.8336 -1.7135 0.6836
C -4.7544 -3.2599 1.1383
C -5.0266 -3.1577 2.6324
C -5.4190 -1.7374 3.0106
H -9.3520 -2.3748 0.0277
H -9.5907 -1.2167 -1.2585
H -9.7647 -0.7906 0.5472
H -7.6277 0.2170 -0.0970
H -7.0917 -1.3099 -0.7281
H -7.4648 -2.4488 1.6272
H -7.7932 -0.8845 2.2625
H -5.5811 0.7751 0.6911
H -4.5689 0.6492 2.1466
H -6.3607 0.9569 2.3286
H -3.8723 -1.2498 0.9050
H -5.0743 -1.5799 -0.3711
H -3.7208 -3.5703 0.9855
H -5.3385 -3.9763 0.5606
H -4.0822 -3.3997 3.1198
H -5.8266 -3.8267 2.9497
H -4.5850 -1.1427 3.3835
H -6.2852 -1.8257 3.6663
```

Gap between HOMO and LUMO   2.1434 eV